No. 1
{
  "formula": "C7H6FN3O2",
  "method": "ωB97M-V with the def2-TZVPD basis set",
  "symbols": ["C", "C", "C", "C", "C", "C", "C", "N", "N", "N", "O", "O", "F", "H", "H", "H", "H", "H", "H"],
  "positions_angstrom": [[1.969278, -1.374027, -1.059637], [2.532320, -0.105216, -0.904992], [0.734447, -1.691087, -0.527268], [1.710512, 0.900370, -0.382899], [-0.072129, -0.686374, -0.150613], [0.396674, 0.603554, -0.065099], [-1.762822, 0.268079, 0.938622], [-1.319762, -0.908149, 0.489129], [-0.442868, 1.455275, 0.548865], [-2.741563, 0.988510, 0.085592], [-3.450156, 1.747348, 0.724969], [-2.795212, 0.732220, -1.096712], [0.240689, 2.031564, 1.675655], [2.528443, -2.061900, -1.532186], [3.501539, 0.117983, -1.138854], [0.383180, -2.636766, -0.757856], [2.040148, 1.901882, -0.048502], [-2.076424, 0.394194, 2.033685], [-1.376295, -1.677461, 1.168104]],
  "forces_ev_per_a": [[-0.5, 2.7, 1.7], [-3.3, 0.2, 0.9], [1.3, 0.3, -2.4], [0.6, 0.4, 0.4], [-0.7, -0.7, 1.1], [1.6, -1.1, -0.2], [1.0, 4.0, 2.3], [0.8, -1.3, 0.0], [-3.5, 0.5, 1.4], [-1.2, -0.2, 0.4], [0.1, 0.1, -0.8], [0.1, 0.3, 0.4], [-0.4, -0.6, -0.2], [1.8, -2.6, -1.4], [2.3, 0.3, -0.8], [-0.8, -1.9, 0.2], [0.1, -0.7, -0.7], [0.3, -0.2, -1.8], [0.3, 0.5, -0.6]],
  "mulliken_charge": [-0.509, -0.696, -0.796, -0.358, 0.431, 0.491, -0.020, -0.293, -0.390, 0.944, -0.578, -0.563, -0.255, 0.528, 0.482, 0.425, 0.353, 0.461, 0.344],
  "charge": 0,
  "smiles": "O=[N+]([O-])[C@H]1Nc2ccccc2N1F",
  "energy_ev": -18632.478,
  "fmax_ha_per_bohr": 0.0919,
  "spin_multiplicity": 1
}

---

No. 2
{
  "formula": "C6H13NO",
  "method": "ωB97M-V with the def2-TZVPD basis set",
  "symbols": ["C", "N", "C", "C", "C", "C", "C", "H", "H", "H", "H", "H", "H", "H", "H", "H", "H", "H", "H", "H", "O"],
  "positions_angstrom": [[-1.202609, -0.479634, -0.546312], [0.333160, -0.566614, -3.185664], [0.712167, 0.207608, -2.070484], [0.093370, 0.171910, -0.885047], [0.888382, 0.910965, 0.140014], [0.480507, 1.573663, 1.216978], [1.469775, 2.187943, 2.185985], [-1.621278, -1.176713, -1.272095], [-2.020202, 0.276667, -0.435015], [-0.983183, -0.938875, 0.419070], [-0.538660, -1.045890, -3.082928], [0.377426, 0.074262, -3.977335], [1.646653, 0.708859, -2.272002], [1.940352, 1.045392, -0.141777], [-0.588385, 1.603853, 1.396650], [1.904501, 3.166391, 2.015753], [2.245892, 1.404709, 2.205711], [0.943762, 2.345925, 3.109748], [-1.570175, -3.788804, 2.350105], [-2.413826, -3.457436, 1.168088], [-2.097629, -4.224181, 1.660557]],
  "forces_ev_per_a": [[-0.5, 0.9, 0.3], [0.7, 1.3, -0.3], [-0.8, -1.8, -0.4], [1.6, 1.4, -0.1], [-0.2, 0.4, -0.5], [-0.1, 0.2, -0.5], [-0.4, -0.9, -0.3], [0.5, -0.3, 0.1], [0.7, -0.4, 0.3], [-0.7, -0.4, 0.0], [-0.5, 0.0, -0.2], [-0.4, -0.8, -0.3], [0.1, 0.2, 0.4], [-0.2, -0.4, 0.3], [0.0, 0.1, 0.4], [0.0, 0.1, -0.9], [0.0, 0.8, 0.8], [0.1, -0.5, 0.9], [-0.1, -0.4, -0.1], [-0.1, -0.2, -0.2], [0.3, 0.7, 0.3]],
  "mulliken_charge": [-1.240, -0.526, -0.536, 0.754, -0.652, 0.120, -1.151, 0.413, 0.256, 0.260, 0.230, 0.244, 0.326, 0.240, 0.346, 0.272, 0.312, 0.333, 0.322, 0.320, -0.642],
  "charge": 0,
  "smiles": "C/C=C/C(C)=C/N.O",
  "energy_ev": -9968.854,
  "fmax_ha_per_bohr": 0.0416,
  "spin_multiplicity": 1
}